Entry 1:
A molecular structure, C7H10ClNNdO4 at a distorted geometry, computed with wB97M-V/def2-TZVPD.

Atoms and positions in Å:
Nd -0.067591 0.241824 0.058618
Cl -2.814994 2.141042 1.699853
O -2.144198 3.342762 2.111252
O -1.755602 1.302900 0.960290
O -3.861197 2.387769 0.754512
O -3.252497 1.347316 2.811905
N 1.486874 0.384060 1.522684
C 1.671099 1.427866 -0.983654
C 2.166023 1.286083 0.421751
C 0.919929 -2.193005 -0.777384
C -0.141914 -2.549178 0.115287
C 0.334194 -1.644845 -1.963827
C -1.382602 -2.224745 -0.521647
C -1.088258 -1.663495 -1.805127
H 2.266073 2.300608 0.866112
H 3.203674 0.896629 0.368420
H 2.366850 0.994028 -1.701130
H 1.396378 2.459267 -1.220149
H -0.022639 -3.043814 1.080027
H 2.055132 0.317100 2.360840
H -2.377771 -2.432769 -0.127268
H -1.818473 -1.374864 -2.562971
H 0.877726 -1.330747 -2.855587
H 1.983784 -2.371791 -0.612806

Forces on the atoms, in the same order (eV/Å):
Nd -0.4 -1.9 -0.2
Cl 1.4 -0.8 -0.5
O -0.6 -0.4 -0.1
O -2.3 1.7 1.2
O 0.1 0.1 0.4
O 0.0 0.5 -0.4
N -0.5 0.2 -1.1
C -0.5 0.1 -0.9
C 3.3 0.9 2.4
C -0.8 -0.3 -0.4
C 0.0 0.1 -0.8
C -0.3 -0.6 0.5
C 0.7 0.0 -0.3
C 0.5 -0.4 0.4
H -0.1 -0.4 -0.1
H -0.4 0.2 0.0
H -0.2 0.2 -0.1
H 0.2 -0.1 -0.1
H -0.1 0.3 -0.3
H 0.1 0.3 -0.5
H 0.3 0.2 -0.1
H 0.2 0.0 0.3
H -0.2 0.0 0.4
H -0.4 0.2 0.0

Results
ΔE to the lowest compared entry with this formula, charge and spin ... 0.000 eV
Strongest force on any atom ... 4.2 eV/Å
2S+1 ... 4
Net charge ... -1
<S²> ... 3.7543



Entry 2:
A gas-phase ion, C7H10N (charge +1) at a distorted geometry, computed with wB97M-V/def2-TZVPD.

Atoms and positions in Å:
N 2.597217 -0.250863 -0.128934
C -1.300967 0.115993 0.275041
C -2.486777 -0.312871 0.034795
C 0.878670 0.799104 1.018824
C -3.116518 -0.449528 -1.314592
C 2.756298 -0.096388 -1.356813
C 2.318949 0.600924 0.956771
C 0.059975 0.187967 0.092727
H 2.964348 0.846475 -1.960673
H -2.398478 -0.726490 -2.047841
H 0.274294 -0.617211 -0.739278
H 2.607110 0.015802 1.843688
H -4.067998 -1.128587 -1.269411
H -3.386703 0.489902 -1.746070
H 0.358886 1.464975 1.651180
H 2.816710 -1.108579 -1.864198
H -3.242762 -0.589831 0.735932
H 2.617904 1.659396 0.932645

Forces on the atoms, in the same order (eV/Å):
N -0.1 -0.9 0.3
C -0.1 0.1 -0.8
C -0.5 0.2 0.1
C -1.5 -1.1 -2.5
C -1.7 -0.5 -0.6
C 1.1 -0.5 -1.2
C -0.2 0.2 -0.1
C -0.8 -1.9 -0.4
H -0.5 -0.9 0.8
H 0.6 -1.1 -0.5
H 0.6 1.5 2.0
H 0.4 0.9 0.3
H 2.1 1.2 -0.1
H -0.7 0.9 0.2
H 0.0 0.6 1.2
H 0.0 1.5 -0.1
H 0.3 -0.3 1.3
H 1.0 0.0 0.2

Results
ΔE to the lowest compared entry with this formula, charge and spin ... 4.741 eV
Strongest force on any atom ... 3.1 eV/Å
Net charge ... +1



Entry 3:
A gas-phase ion, C7H10N (charge +1) at a distorted geometry, computed with wB97M-V/def2-TZVPD.

Atoms and positions in Å:
N -0.284158 0.277585 1.100182
C 0.874169 0.734718 0.131757
C -2.512776 -0.212933 -0.526691
C 0.180626 -0.467715 -0.219373
C 0.526561 -1.877653 -0.534900
C -0.377064 1.479470 0.203070
C 2.187722 1.059337 0.661901
C -1.095212 0.259405 -0.223534
H 2.570539 2.034836 0.250639
H 2.196448 1.197007 1.756456
H -2.453564 -1.309156 -0.443240
H -3.013390 0.252725 0.354431
H -2.777018 0.327739 -1.478150
H -0.462443 -2.344791 -0.227053
H 2.858348 0.297304 0.361636
H 0.604363 -1.832467 -1.653951
H 1.434744 -2.314456 -0.127506
H -0.457895 2.439044 0.614326

Forces on the atoms, in the same order (eV/Å):
N -0.8 -1.1 2.6
C -0.2 0.9 -0.1
C 1.7 1.9 1.7
C 0.8 0.7 -1.6
C -2.2 0.6 -0.3
C 0.9 -1.3 -1.5
C 0.9 1.8 0.3
C 0.0 -0.2 -1.4
H -0.5 -1.0 0.2
H -0.1 -0.3 -0.4
H -0.8 0.5 -0.6
H -0.7 -0.7 -0.9
H -0.1 -1.2 0.9
H 1.6 -0.6 -0.6
H 0.9 -0.7 0.0
H -0.2 -0.4 0.9
H -0.3 0.2 0.3
H -0.9 1.1 0.4

Results
ΔE to the lowest compared entry with this formula, charge and spin ... 3.567 eV
Strongest force on any atom ... 3.1 eV/Å
Net charge ... +1
Structure (SMILES) ... C[C@]12[C@]3(C)[C@@H]4[C@@]1(C)[N@+]423



Entry 4:
C7H10N2 in the gas phase at a distorted geometry, computed with wB97M-V/def2-TZVPD.

Atoms and positions in Å:
N -0.633563 -0.739310 2.871599
N -0.217295 -0.958926 1.592928
C -0.229256 -1.532051 -1.542948
C 0.419792 -0.132721 -1.471113
C -0.727158 0.636354 3.179059
C 0.768796 0.548954 -2.764511
C -0.272394 1.238225 2.053784
C 0.529860 0.616824 -0.300125
C 0.025697 0.225604 1.075358
H 0.981753 1.595067 -2.596284
H 0.888222 1.659993 -0.349143
H 0.598188 -2.272999 -1.456080
H 1.683628 0.060490 -3.146008
H -0.762858 -1.636694 -2.492794
H -0.906303 -1.469261 3.486361
H -0.080452 2.327968 1.920640
H -1.090867 1.096009 4.091817
H -0.051980 0.496680 -3.457228
H -0.923811 -1.760207 -0.695312

Forces on the atoms, in the same order (eV/Å):
N -0.3 2.5 -0.1
N -0.1 -0.6 0.7
C 0.8 0.4 0.8
C -1.1 1.5 2.7
C 0.5 -1.8 -1.0
C 0.9 -0.7 0.6
C 0.6 1.7 -0.8
C -0.9 -2.1 -1.0
C 0.3 1.5 -0.1
H 0.2 0.2 0.1
H -0.1 -0.7 0.0
H -0.6 0.2 -0.3
H -0.5 0.3 -0.4
H 0.2 -0.1 0.1
H -0.1 -0.7 -0.1
H -0.4 -1.1 0.1
H 0.2 -0.6 0.0
H -0.2 -0.3 -0.5
H 0.6 0.5 -0.7

Results
ΔE to the lowest compared entry with this formula, charge and spin ... 1.504 eV
Strongest force on any atom ... 3.2 eV/Å
Structure (SMILES) ... CC(C)=Cc1cc[nH]n1



Entry 5:
C7H10N2O2S in the gas phase at a distorted geometry, computed with wB97M-V/def2-TZVPD.

Atoms and positions in Å:
S -3.358175 1.812179 0.298613
O 1.034246 2.507290 1.163084
O 0.111145 1.624132 -0.716873
N 0.986186 -0.138663 2.401355
N 0.614096 -2.297661 0.878908
C 0.381559 -0.729496 -1.183593
C 0.539920 1.350405 0.591173
C -0.033071 -1.077064 0.251431
C -1.824332 0.531037 -1.741055
C 0.474588 0.109623 1.137953
C -2.588257 0.939955 -0.779575
C -0.237339 0.592745 -1.470833
H 0.115650 -3.176916 0.619703
H 1.480607 -2.351059 0.562791
H 1.415996 3.195712 0.591886
H 1.605829 0.587949 2.712595
H 1.415811 -0.766288 -1.263797
H -2.146165 0.032349 -2.588489
H 0.029728 -1.457219 -1.917688
H -0.009801 0.957836 -2.476602
H 1.150329 -1.071927 2.611331
H -1.158552 -1.174919 0.317682

Forces on the atoms, in the same order (eV/Å):
S 0.6 -1.1 -0.7
O -0.2 -0.8 0.9
O 1.1 1.9 3.1
N -0.8 1.9 -0.3
N -6.2 0.1 0.4
C -2.2 -1.2 0.8
C 0.0 0.1 -0.9
C 0.2 -0.3 1.8
C 1.9 -0.3 2.6
C 0.0 1.3 -1.4
C -1.0 1.8 0.8
C -2.2 -0.3 -4.3
H 0.5 1.2 0.2
H 5.0 -0.5 -1.7
H -0.4 -1.0 -0.4
H 0.2 -0.3 0.3
H 2.1 0.5 -0.1
H -0.6 -0.8 -1.6
H -0.3 0.0 0.1
H 0.7 -0.5 -0.3
H 0.5 -1.6 0.4
H 1.3 0.0 0.0

Results
ΔE to the lowest compared entry with this formula, charge and spin ... 3.837 eV
Strongest force on any atom ... 6.2 eV/Å
Structure (SMILES) ... NC1=C(O)O[C@H](C=C=S)C[C@H]1N



Entry 6:
A molecular structure, C7H10N2O3S2 at a distorted geometry, computed with wB97M-V/def2-TZVPD.

Atoms and positions in Å:
S -1.477668 2.072982 -0.822480
S -0.709883 0.816331 1.763354
O -2.809050 1.853783 -0.404447
O 0.166278 -2.146495 1.147663
O -1.107692 3.472194 -0.727906
N -1.157165 1.427380 -2.274445
N -1.195079 -1.324953 -0.520229
C 0.012451 -2.077062 -0.261156
C -1.831230 -1.242912 0.617380
C -0.409496 1.030296 0.073643
C -0.976049 -1.580081 1.668945
C 1.752877 0.922978 1.130859
C 0.967979 0.643497 2.170007
C 1.052072 1.286897 -0.116020
H 1.130998 2.376975 -0.301026
H -1.502649 0.492737 -2.514293
H -1.348756 2.051898 -3.066897
H 0.928377 -1.669274 -0.827504
H -1.179857 -1.969793 2.668657
H -0.097021 -2.965654 -0.735446
H 2.781597 0.833980 1.252086
H -2.814420 -0.813205 0.924869
H 1.163194 0.337219 3.255952
H 1.522665 0.590012 -0.886256

Forces on the atoms, in the same order (eV/Å):
S 0.7 0.4 1.5
S -0.5 0.2 -0.7
O -1.9 -1.1 0.5
O 0.0 0.4 0.4
O 0.8 -0.8 -1.2
N 0.1 0.6 -2.3
N -1.1 0.7 -0.1
C 1.1 3.7 -0.5
C -0.6 -1.1 0.7
C 0.1 0.5 1.5
C 0.6 -1.2 0.1
C -1.4 -0.1 1.4
C 0.1 -0.1 1.5
C 0.8 -0.8 -0.9
H 0.6 -0.6 -0.5
H 0.1 0.3 1.0
H 0.2 0.0 0.6
H -1.1 0.1 1.3
H -0.1 0.6 -0.2
H -0.5 -3.5 -0.7
H 1.8 0.0 -0.2
H 0.8 -0.2 -1.3
H 0.1 0.5 -2.0
H -0.6 1.3 0.2

Results
ΔE to the lowest compared entry with this formula, charge and spin ... 4.208 eV
Strongest force on any atom ... 3.9 eV/Å



Entry 7:
A gas-phase ion, C7H10N3 (charge +1) at a distorted geometry, computed with wB97M-V/def2-TZVPD.

Atoms and positions in Å:
N -0.355860 -1.227906 0.293065
N -1.328518 2.122650 -0.648472
N 1.512225 0.961335 -0.905945
C -0.775751 -2.459107 0.996457
C 0.954347 2.037275 -1.312218
C -0.242546 2.787972 -0.787823
C 1.104840 -0.859149 0.707115
C -1.183393 0.710980 -0.726896
C -1.202452 -0.014543 0.418505
C 1.701310 0.281924 0.246573
H 1.445001 -1.393366 1.710947
H -0.300471 -1.417056 -0.696686
H -1.813561 -2.822412 1.067258
H -1.196182 0.261263 -1.759838
H 2.772102 0.299196 0.652594
H -1.199561 0.523437 1.454398
H 1.146974 2.362883 -2.461838
H -0.326161 -3.295253 0.433157
H -0.330549 3.896495 -0.735913
H -0.381794 -2.756617 2.055561

Forces on the atoms, in the same order (eV/Å):
N 0.4 0.5 1.9
N 0.6 -0.6 0.0
N -0.3 2.1 -0.8
C 0.8 -4.0 1.5
C 0.7 -0.3 -2.3
C -0.9 0.0 0.1
C -0.6 0.3 2.1
C -1.4 0.2 0.5
C 1.5 1.8 0.4
C 1.3 -2.6 0.9
H -0.8 1.2 -2.7
H -0.1 -0.4 -0.4
H -0.1 1.5 -0.6
H 0.4 0.4 1.1
H -1.5 0.7 -0.4
H -0.1 -1.4 -2.0
H -0.1 -0.8 2.7
H 0.1 0.4 0.0
H 0.5 -0.9 -0.1
H -0.3 1.9 -1.7

Results
ΔE to the lowest compared entry with this formula, charge and spin ... 5.576 eV
Strongest force on any atom ... 4.3 eV/Å
Net charge ... +1
Structure (SMILES) ... C[N@@H+]1\C=C/N=C\C=N/C=C/1



Entry 8:
A molecular structure, C7H10N3OP at a distorted geometry, computed with wB97M-V/def2-TZVPD.

Atoms and positions in Å:
P 0.124827 -2.231004 -0.375906
O 1.313185 -2.426080 -1.322149
N -1.427675 -0.048835 0.057702
N -3.508824 -0.105479 0.591742
N -3.288558 1.101105 0.020485
C 1.976266 -0.961643 1.396482
C -0.231262 -0.387647 -0.404158
C 0.682263 -1.140200 1.246955
C 1.209510 1.701021 -0.564519
C -2.003164 1.162210 -0.240624
C 0.631528 0.376055 -1.232344
C -2.426521 -0.847248 0.518563
H 0.131111 0.713838 -2.185775
H 2.400095 -0.888245 2.392843
H -0.069751 -1.266246 1.989737
H 1.531638 -0.227300 -1.457217
H -2.201253 -1.723361 1.117173
H 0.733736 2.655112 -0.717169
H 2.706735 -0.933658 0.591971
H 2.149583 1.848486 -1.011223
H -1.699192 2.018869 -0.823344
H 1.265725 1.610256 0.410778

Forces on the atoms, in the same order (eV/Å):
P 1.5 0.6 -1.8
O -1.4 0.1 1.4
N -0.5 2.6 -0.7
N -0.6 -1.7 0.2
N 1.0 0.1 0.3
C 0.8 0.2 0.8
C 1.7 -5.4 0.5
C -0.3 0.0 -1.9
C -1.2 -0.2 -4.5
C -2.5 0.2 -0.3
C 1.7 3.6 -0.8
C -1.0 1.5 1.6
H 0.4 -0.9 0.8
H 0.0 0.0 0.1
H -0.2 0.3 0.9
H -0.8 0.0 -0.2
H -0.5 -0.1 -0.6
H -1.0 0.1 -0.5
H -0.4 0.0 -0.2
H 1.5 0.1 -0.2
H 1.0 -0.4 0.2
H 0.7 -0.7 4.9

Results
ΔE to the lowest compared entry with this formula, charge and spin ... 1.350 eV
Strongest force on any atom ... 5.7 eV/Å